{
  "formula": "C3H9NO2S2",
  "method": "the ωB97M-V functional and the def2-TZVPD basis",
  "multiplicity": 1,
  "smiles": "N[C@H](C=O)CSS.O",
  "relative_energy_kj_mol": 172.5,
  "homo_lumo_gap_ev": 9.699,
  "symbols": ["N", "C", "C", "O", "C", "S", "S", "H", "H", "H", "H", "H", "H", "H", "H", "H", "O"],
  "positions_angstrom": [[-0.650, -0.729, -0.227], [0.228, 0.432, -0.468], [1.139, 0.832, 0.724], [1.200, 0.014, 1.617], [-0.593, 1.729, -0.702], [-1.498, 1.749, -2.306], [-0.338, 0.642, -3.545], [-0.216, -1.625, -0.045], [-1.375, -0.520, 0.453], [0.876, -0.049, -1.224], [1.617, 1.812, 0.835], [0.091, 2.627, -0.550], [-1.308, 1.798, 0.100], [-0.763, -0.570, -3.254], [0.466, -2.100, 2.305], [0.780, -3.091, 3.566], [0.346, -2.953, 2.721]]
}

=====

{
  "formula": "ClI3P2",
  "method": "the ωB97M-V functional and the def2-TZVPD basis",
  "multiplicity": 1,
  "relative_energy_kj_mol": 130.3,
  "homo_lumo_gap_ev": [6.255, 6.642],
  "symbols": ["P", "P", "Cl", "I", "I", "I"],
  "positions_angstrom": [[1.190, 0.322, -0.373], [-1.546, -0.212, 0.831], [1.691, 1.821, 0.746], [-2.264, 1.319, -0.920], [3.479, -0.840, -0.664], [-2.550, -2.410, 0.379]]
}

=====

{
  "formula": "C9H14O3",
  "method": "the ωB97M-V functional and the def2-TZVPD basis",
  "multiplicity": 1,
  "smiles": "C1CCC([C@@H]2OOC[C@@H]3O[C@H]32)C1",
  "relative_energy_kj_mol": 1004.1,
  "homo_lumo_gap_ev": 10.168,
  "symbols": ["C", "C", "C", "C", "C", "C", "C", "C", "C", "H", "H", "H", "H", "H", "H", "H", "H", "H", "H", "H", "H", "H", "H", "O", "O", "O"],
  "positions_angstrom": [[-1.067, 3.072, -0.617], [-1.961, 2.274, -1.579], [-1.770, 0.637, -1.042], [-1.152, 0.749, 0.394], [-0.115, 2.101, 0.184], [-0.471, -0.661, 0.616], [2.298, -1.595, 0.722], [1.035, -2.298, 0.135], [0.286, -1.091, -0.572], [-1.636, 3.636, 0.197], [-0.692, 3.908, -0.960], [-3.216, 2.227, -1.809], [-1.217, 2.128, -2.535], [-2.706, -0.091, -1.255], [-0.942, 0.024, -1.757], [-1.765, 1.018, 1.383], [0.405, 2.523, 0.956], [0.588, 1.797, -0.537], [-1.267, -1.405, 0.679], [3.133, -1.166, 0.036], [2.831, -2.327, 1.362], [0.547, -2.762, 1.070], [1.121, -0.327, -1.087], [0.511, -0.634, 1.710], [1.918, -0.341, 1.198], [0.360, -2.565, -1.056]]
}

=====

{
  "formula": "C12H19ClIIrNO2P",
  "method": "the ωB97M-V functional and the def2-TZVPD basis",
  "s_squared": 8.81,
  "multiplicity": 6,
  "charge": 3,
  "relative_energy_kj_mol": 16.4,
  "homo_lumo_gap_ev": [6.160, 5.365],
  "symbols": ["C", "C", "H", "H", "H", "O", "I", "Ir", "P", "C", "C", "H", "H", "H", "C", "H", "H", "H", "H", "H", "H", "C", "O", "Cl", "N", "C", "C", "C", "C", "C", "C", "H", "H", "H", "H", "H", "H", "H"],
  "positions_angstrom": [[-3.429, 2.290, -4.673], [-3.412, 1.069, -3.786], [-4.226, 2.233, -5.443], [-2.457, 2.399, -5.182], [-3.594, 3.191, -4.061], [-3.994, 0.031, -3.843], [-2.026, 1.280, -1.844], [-0.376, 0.266, -0.238], [1.187, -0.928, -1.488], [1.400, -2.724, -1.205], [0.760, -0.791, -3.241], [2.796, 0.839, -1.133], [3.461, -0.494, -2.134], [3.316, -0.695, -0.364], [2.861, -0.247, -1.255], [0.589, 0.258, -3.500], [1.568, -1.200, -3.848], [2.111, -3.139, -1.928], [0.435, -3.231, -1.317], [-0.154, -1.360, -3.431], [1.783, -2.896, -0.193], [-1.299, -1.264, 0.200], [-1.880, -2.217, 0.534], [0.676, 2.364, -0.617], [0.829, 0.413, 1.559], [0.369, 0.357, 2.933], [1.361, 0.048, 3.868], [1.063, 0.014, 5.225], [-0.247, 0.282, 5.644], [-1.238, 0.605, 4.711], [-0.928, 0.642, 3.337], [1.589, -0.267, 1.468], [1.312, 1.308, 1.417], [2.369, -0.169, 3.513], [1.860, -0.215, 5.938], [-0.483, 0.235, 6.710], [-2.250, 0.835, 5.065], [-1.703, 0.877, 2.602]]
}

=====

{
  "formula": "C11H20N2OPPd",
  "method": "the ωB97M-V functional and the def2-TZVPD basis",
  "s_squared": 6.01,
  "multiplicity": 5,
  "charge": 1,
  "relative_energy_kj_mol": 0.0,
  "homo_lumo_gap_ev": [4.714, 6.785],
  "symbols": ["C", "C", "C", "C", "C", "Pd", "P", "H", "H", "H", "H", "H", "H", "H", "H", "C", "N", "C", "C", "C", "N", "C", "C", "O", "H", "H", "H", "H", "H", "H", "H", "H", "H", "H", "H", "H"],
  "positions_angstrom": [[-0.843, -0.899, 0.243], [-0.665, -1.630, -1.058], [-1.431, -1.014, -2.060], [-2.176, 0.042, -1.465], [-1.906, 0.060, -0.065], [0.487, 0.432, 1.563], [1.870, -0.678, 2.862], [-0.723, -1.507, 1.182], [-0.102, -2.549, -1.134], [-1.566, -1.348, -3.102], [-2.382, 0.647, 0.712], [-2.838, 0.704, -1.984], [3.213, -0.752, 2.418], [1.562, -2.036, 3.053], [2.029, -0.220, 4.206], [-0.204, 3.139, 0.322], [1.037, 3.494, -0.335], [1.086, 4.791, -0.961], [2.528, 5.141, -1.227], [3.134, 4.075, -2.101], [2.937, 2.783, -1.486], [3.777, 1.690, -1.928], [1.932, 2.513, -0.595], [1.851, 1.374, -0.044], [-0.625, 2.184, -0.044], [-0.895, 3.970, 0.108], [-0.067, 3.042, 1.415], [0.501, 4.802, -1.904], [0.648, 5.528, -0.274], [3.090, 5.206, -0.288], [2.590, 6.110, -1.722], [4.212, 4.251, -2.227], [2.693, 4.102, -3.120], [3.627, 1.471, -3.000], [4.841, 1.927, -1.793], [3.517, 0.801, -1.340]]
}

=====

{
  "formula": "C3H3N2S",
  "method": "the ωB97M-V functional and the def2-TZVPD basis",
  "multiplicity": 1,
  "charge": -1,
  "relative_energy_kj_mol": 441.9,
  "homo_lumo_gap_ev": [5.260, 5.115],
  "symbols": ["C", "C", "C", "N", "N", "S", "H", "H", "H"],
  "positions_angstrom": [[-0.083, -0.182, -0.027], [-0.914, -0.715, 1.043], [-0.132, -0.647, -1.303], [-1.539, -1.780, 1.127], [-0.916, -1.599, -1.773], [-0.996, -2.120, -3.272], [0.708, 0.668, 0.246], [-1.005, -0.069, 2.041], [0.525, -0.216, -2.176]]
}

=====

{
  "formula": "C33H33CrN3OP2",
  "method": "the ωB97M-V functional and the def2-TZVPD basis",
  "s_squared": 6.04,
  "multiplicity": 5,
  "charge": 2,
  "homo_lumo_gap_ev": [6.507, 7.319],
  "symbols": ["Cr", "C", "N", "P", "C", "C", "C", "C", "C", "C", "C", "C", "C", "C", "C", "C", "P", "C", "C", "C", "C", "C", "C", "C", "C", "C", "C", "C", "C", "H", "H", "H", "H", "H", "H", "H", "H", "H", "H", "H", "H", "H", "H", "H", "H", "H", "H", "H", "H", "H", "H", "H", "C", "C", "O", "N", "C", "C", "C", "C", "C", "C", "N", "H", "H", "H", "H", "H", "H", "H", "H", "H", "H"],
  "positions_angstrom": [[1.152, 1.799, -0.706], [0.356, -1.819, 1.619], [0.580, -0.593, 0.815], [0.071, 0.918, 1.309], [0.201, 1.022, 3.099], [-0.972, 0.936, 3.851], [-0.904, 0.762, 5.224], [0.334, 0.823, 5.857], [1.525, 0.947, 5.109], [1.452, 1.010, 3.718], [-1.718, 1.138, 0.846], [-2.208, 2.496, 1.148], [-3.473, 2.691, 1.470], [-4.442, 1.626, 1.643], [-4.117, 0.347, 1.554], [-2.689, -0.023, 1.167], [1.765, -0.562, -0.389], [1.200, -1.750, -1.631], [0.029, -1.466, -2.300], [-0.475, -2.317, -3.276], [0.262, -3.436, -3.640], [1.448, -3.711, -2.989], [1.953, -2.871, -2.032], [3.334, -1.195, 0.268], [3.538, -2.468, 0.830], [4.761, -2.817, 1.338], [5.845, -1.937, 1.195], [5.663, -0.673, 0.676], [4.417, -0.299, 0.195], [-0.638, -1.755, 2.082], [1.090, -1.914, 2.421], [0.411, -2.712, 0.952], [-1.948, 1.109, 3.373], [-1.815, 0.776, 5.826], [0.335, 0.766, 6.968], [2.482, 1.038, 5.628], [2.356, 0.981, 3.116], [-1.527, 3.345, 1.214], [-3.785, 3.702, 1.760], [-5.432, 1.874, 1.947], [-4.829, -0.430, 1.794], [-2.337, -0.744, 1.869], [-0.515, -0.557, -2.041], [-1.420, -2.083, -3.834], [-0.153, -4.070, -4.416], [2.091, -4.584, -3.245], [2.921, -3.141, -1.625], [2.700, -3.160, 0.922], [4.865, -3.772, 1.789], [6.829, -2.215, 1.523], [6.494, 0.017, 0.565], [4.257, 0.661, -0.241], [0.967, 2.085, -4.895], [0.614, 2.377, -3.485], [1.507, 2.391, -2.580], [-0.638, 2.571, -3.176], [-1.309, 2.749, -1.908], [-2.132, 1.494, -1.622], [-3.128, 1.224, -2.436], [-3.995, 0.098, -2.129], [-3.772, -0.723, -1.107], [-2.548, -0.545, -0.290], [-1.730, 0.686, -0.593], [1.972, 2.500, -5.096], [0.262, 2.400, -5.640], [1.040, 1.004, -4.976], [-1.220, 2.519, -3.979], [-1.953, 3.609, -2.036], [-0.652, 3.050, -1.112], [-3.423, 1.846, -3.253], [-4.896, -0.023, -2.755], [-4.364, -1.598, -0.888], [-1.923, -1.421, -0.359]]
}

=====

{
  "formula": "C9H8BrIO",
  "method": "the ωB97M-V functional and the def2-TZVPD basis",
  "multiplicity": 1,
  "relative_energy_kj_mol": 148.9,
  "homo_lumo_gap_ev": 8.506,
  "symbols": ["C", "C", "C", "C", "C", "C", "C", "C", "C", "O", "Br", "I", "H", "H", "H", "H", "H", "H", "H", "H"],
  "positions_angstrom": [[-1.133, 1.236, 1.795], [-0.304, 2.012, 1.053], [-0.932, -0.130, 1.827], [0.863, 1.600, 0.401], [0.171, -0.637, 1.147], [1.214, 0.223, 0.603], [2.054, -0.296, -2.030], [1.273, -1.439, -2.384], [2.405, -0.388, -0.012], [2.507, 0.666, -2.433], [3.000, -2.091, 0.553], [3.985, 1.053, 0.136], [-1.962, 1.771, 2.295], [-0.664, 3.045, 0.997], [-1.719, -0.727, 2.370], [1.594, 2.334, -0.002], [0.501, -1.662, 1.322], [0.274, -1.271, -1.784], [1.935, -2.189, -1.949], [0.873, -1.538, -3.358]]
}

=====

Total energy / eV: -30511.57610 -55402.21058 -15691.06741 -51054.53317 -29514.99230 -16971.48483 -88258.28645 -89650.72113
Max |F| / eV Å⁻¹: 2.79 2.56 6.89 7.10 2.61 3.79 2.14 4.20